No. 1
{
  "formula": "C4H6N2O",
  "method": "wB97M-V/def2-TZVPD",
  "symbols": ["C", "C", "N", "C", "C", "O", "N", "H", "H", "H", "H", "H", "H"],
  "xyz": [[-1.704, 0.126, 0.382], [-0.720, -0.851, -1.139], [0.047, -0.025, -1.833], [1.120, 0.407, -1.097], [1.065, -0.055, 0.185], [1.826, 0.120, 1.297], [-0.102, -0.785, 0.261], [-1.713, 1.023, -0.234], [-1.511, 0.375, 1.425], [-2.592, -0.494, 0.269], [1.897, 1.033, -1.531], [2.606, 0.634, 1.050], [-0.218, -1.507, 0.967]],
  "lumo_energy_ev": 0.48,
  "charge": 0,
  "orbital_gap_ev": 8.70,
  "e_tot_ev": -9267.922,
  "e_homo_ev": -8.225,
  "molar_mass_da": 98.105,
  "de_lowest_ev": 5.580
}

=====

No. 2
{
  "formula": "C4H6N2O2",
  "method": "wB97M-V/def2-TZVPD",
  "symbols": ["O", "C", "C", "O", "N", "N", "C", "C", "H", "H", "H", "H", "H", "H"],
  "xyz": [[2.020, -1.499, -0.496], [1.287, -0.925, 0.315], [1.056, 0.618, 0.206], [1.874, 1.540, 0.148], [-0.246, 0.885, -0.176], [-1.096, -0.214, -0.416], [-2.490, 0.084, -0.401], [-1.913, -0.515, 0.740], [0.816, -1.476, 1.156], [-0.456, 1.870, -0.359], [-3.079, -0.393, -1.218], [-2.800, 1.142, -0.356], [-2.100, -1.639, 0.821], [-1.783, -0.104, 1.725]],
  "lumo_energy_ev": 0.33,
  "smiles": "O=CC(=O)NN1CC1",
  "charge": 0,
  "orbital_gap_ev": 9.77,
  "e_tot_ev": -11317.035,
  "e_homo_ev": -9.435,
  "molar_mass_da": 114.104,
  "de_lowest_ev": 4.007
}